#P
{"formula": "C4H7NO", "method": "ωB97M-V/def2-TZVPD", "homo_energy_ev": -8.26, "gap_ha": 0.32484, "multiplicity": 1, "elements": ["C", "C", "C", "N", "C", "O", "H", "H", "H", "H", "H", "H", "H"], "coordinates": [[-1.579, -0.677, 0.676], [-0.580, 0.035, -0.177], [0.558, 0.751, 0.343], [1.535, 0.956, -0.568], [1.398, -0.839, -1.294], [2.219, -1.217, -2.017], [-1.573, -1.738, 0.398], [-1.319, -0.615, 1.737], [-2.601, -0.310, 0.531], [-0.839, 0.266, -1.206], [0.750, 0.606, 1.415], [-0.374, 1.511, 0.304], [2.405, 1.270, -0.143]], "mulliken_charge": [-1.106, -0.202, -0.028, -0.533, 0.107, -0.303, 0.307, 0.323, 0.310, 0.443, 0.352, 0.115, 0.216]}

***

#Q
{"formula": "C4H7NO", "method": "ωB97M-V/def2-TZVPD", "homo_energy_ev": [-7.97, -9.47], "gap_ha": [0.28661, 0.36447], "multiplicity": 1, "elements": ["C", "C", "C", "C", "N", "O", "H", "H", "H", "H", "H", "H", "H"], "coordinates": [[2.426, -0.447, -0.333], [0.436, -0.044, 0.222], [-0.462, 1.031, 0.765], [-0.501, -1.173, -0.345], [1.326, -0.519, 1.252], [1.433, 0.220, -0.953], [3.448, -0.436, -0.527], [-1.080, 1.426, -0.091], [-0.024, 1.881, 1.396], [-1.169, 0.401, 1.341], [-1.074, -1.703, 0.391], [0.076, -1.897, -0.774], [-1.055, -0.694, -1.114]], "mulliken_charge": [-0.251, 1.330, -1.115, -1.519, -0.578, -0.370, 0.365, 0.317, 0.316, 0.320, 0.389, 0.436, 0.360]}

***

#P is preferred energetically. Next in line: 2.128 eV higher.